(1)
ORCA calculation (ωB97M-V with the def2-TZVPD basis set) on a structure of composition Cl4N4.

Properties
- ΔE to the lowest compared entry with this formula, charge and spin (eV) = 3.053
- maximum force (hartree/bohr) = 0.0572
- frontier orbital gap (eV) = 7.547

Each line ends with the Mulliken charge.
Geometry (Å):
N  -0.06374  -0.78772  -0.14801  0.69
N  0.00632  0.41504  -0.35325  -0.14
N  -0.18198  -1.97700  -0.30921  -0.43
N  -1.36654  1.50664  -0.14842  -0.04
Cl  1.31338  1.45850  0.29124  0.03
Cl  1.32847  -2.92772  -0.78796  -0.15
Cl  -1.77647  0.86150  1.31040  0.03
Cl  -2.72671  1.34841  -1.19566  0.02

Forces on the atoms, in the same order (eV/Å):
-0.014 0.147 -0.695
0.476 0.561 -1.529
-0.770 0.440 0.170
1.371 -0.145 0.010
-0.547 -0.741 -0.382
0.433 0.362 0.354
-1.520 -0.137 2.512
0.570 -0.487 -0.440



(2)
ORCA calculation (ωB97M-V with the def2-TZVPD basis set) on a structure of composition C3H3O2Pt.

Properties
- <S²> = 3.75
- maximum force (hartree/bohr) = 0.1739
- frontier orbital gap (alpha / beta) (eV) = 6.122 / 8.429
- charge = +2
- multiplicity = 4

Each line ends with the Löwdin spin population.
Geometry (Å):
O  0.68655  -0.34554  -0.07941  0.04
C  1.78764  0.06764  0.08082  0.07
O  2.95695  -0.03063  -0.01036  0.31
Pt  4.58547  0.74820  -0.22596  2.57
C  -1.31024  0.34550  0.06878  0.00
C  -2.25646  -0.51463  0.00086  0.00
H  -1.04600  1.39669  0.17153  0.00
H  -3.26077  -0.07049  0.10449  0.00
H  -2.14314  -1.59673  -0.11075  0.00

Forces on the atoms, in the same order (eV/Å):
2.236 2.346 1.053
-3.330 -4.094 -1.687
-6.766 -2.022 1.663
8.101 3.634 -1.055
-2.806 0.887 0.182
2.016 -0.501 -0.018
0.771 -0.506 -0.096
0.045 0.149 -0.020
-0.265 0.107 -0.023



(3)
ORCA calculation (ωB97M-V with the def2-TZVPD basis set) on an isolated molecule of C26H31N3O2S.

Properties
- ΔE to the lowest compared entry with this formula, charge and spin (eV) = 0.719
- maximum force (hartree/bohr) = 0.0187
- SMILES string = C[C@@H](c1nccs1)N(C)C(=O)c1ccc(OC2CCN(CCc3ccccc3)CC2)cc1
- frontier orbital gap (eV) = 8.976

Each line ends with the Mulliken charge.
Geometry (Å):
C  6.29946  1.32852  -2.44532  -1.53
H  7.35685  1.32358  -2.69611  0.41
H  5.99138  2.35507  -2.27076  0.35
H  5.74014  0.91578  -3.28100  0.40
C  6.06986  0.47849  -1.19700  0.00
C  6.71812  1.09280  0.00219  0.20
N  6.57521  2.32127  0.36342  -0.45
C  7.23255  2.59513  1.51250  -0.57
C  7.90193  1.54588  2.05662  -0.27
S  7.69923  0.13996  1.08892  -0.11
H  8.49083  1.51753  2.95040  0.44
H  7.18909  3.59196  1.91205  0.40
N  4.64754  0.27847  -0.93639  0.25
C  4.22465  -0.98052  -0.65082  0.43
O  4.99373  -1.92384  -0.58207  -0.68
C  2.75727  -1.16558  -0.45266  -0.16
C  2.30077  -1.79033  0.70497  -0.66
C  0.95809  -2.03543  0.88285  -0.81
C  0.03154  -1.68880  -0.10538  0.69
C  0.49066  -1.09112  -1.27616  0.00
C  1.84034  -0.83413  -1.44048  -0.46
H  2.18100  -0.38380  -2.36123  0.44
H  -0.18733  -0.82725  -2.07276  0.38
O  -1.25680  -1.99839  0.17801  -0.36
C  -2.29738  -1.65665  -0.72512  0.02
C  -3.51715  -2.49266  -0.32789  -0.86
C  -4.03906  -2.04094  1.04254  -1.14
N  -4.37994  -0.63501  1.09523  0.15
C  -3.23038  0.16947  0.73625  -1.04
C  -2.64407  -0.16441  -0.64411  -0.62
H  -3.36425  0.06824  -1.43072  0.37
H  -1.75144  0.44117  -0.80845  0.57
H  -3.50789  1.22416  0.77360  0.32
H  -2.46086  -0.00694  1.49398  0.51
C  -5.60996  -0.27074  0.41802  -0.48
H  -5.46516  -0.01521  -0.64313  0.09
C  -6.28708  0.91557  1.12551  -0.94
C  -7.61478  1.20388  0.48991  0.23
C  -7.70947  2.07701  -0.58647  -0.19
C  -8.92614  2.31180  -1.20197  -0.63
C  -10.06745  1.67255  -0.74947  -0.40
C  -9.98416  0.79831  0.32087  -0.59
C  -8.76597  0.56508  0.93340  -0.28
H  -8.70526  -0.11662  1.76997  0.38
H  -10.87170  0.29742  0.67964  0.37
H  -11.01822  1.85632  -1.22776  0.37
H  -8.98445  2.99654  -2.03578  0.36
H  -6.82170  2.58170  -0.94178  0.37
H  -6.41146  0.65864  2.17788  0.30
H  -5.64444  1.79453  1.06140  0.39
H  -6.29089  -1.12435  0.45938  0.54
H  -4.91627  -2.62820  1.32216  0.44
H  -3.25653  -2.21550  1.78603  0.47
H  -4.29286  -2.36884  -1.08557  0.37
H  -3.23438  -3.54474  -0.28603  0.47
H  -1.99720  -1.92266  -1.75050  0.34
H  0.59246  -2.51021  1.77971  0.43
H  3.01251  -2.07761  1.46389  0.44
C  3.82436  1.45826  -0.81728  -1.11
H  2.95482  1.24647  -0.19830  0.46
H  4.41190  2.24849  -0.34662  0.40
H  3.48561  1.80580  -1.79658  0.27
H  6.48267  -0.52632  -1.34309  0.53

Forces on the atoms, in the same order (eV/Å):
-0.051 -0.143 0.189
0.094 0.052 -0.030
-0.011 0.116 -0.038
-0.045 -0.039 -0.094
0.077 -0.243 -0.406
0.469 -0.742 0.390
-0.335 0.366 -0.667
0.389 -0.218 0.546
0.001 -0.199 -0.097
-0.341 0.662 -0.164
0.125 0.060 0.208
0.053 0.140 0.147
0.166 -0.050 -0.050
-0.062 0.048 -0.061
0.120 -0.296 0.163
-0.189 -0.202 -0.102
0.036 0.099 -0.134
-0.209 0.026 -0.066
0.361 0.016 0.110
-0.393 -0.054 -0.058
0.239 -0.079 0.240
0.034 0.084 -0.083
-0.090 0.014 -0.029
0.061 -0.100 0.192
-0.444 0.108 -0.626
0.291 0.155 0.273
0.025 -0.233 -0.152
-0.107 -0.054 0.120
0.149 0.141 -0.128
0.105 -0.188 0.304
0.025 0.015 -0.072
-0.011 0.036 -0.087
0.081 0.013 0.057
0.005 0.133 -0.022
0.024 0.218 0.275
-0.071 -0.065 -0.016
-0.006 -0.256 -0.247
0.052 0.130 0.053
-0.009 -0.016 0.017
-0.027 0.051 -0.098
-0.094 0.017 -0.048
-0.097 -0.052 0.003
0.035 0.014 -0.006
0.012 -0.071 0.106
-0.068 -0.035 0.031
-0.073 0.016 -0.032
-0.007 0.052 -0.060
0.103 0.058 -0.021
0.048 0.017 0.008
0.018 0.031 0.065
0.010 0.005 -0.064
0.058 -0.010 0.053
-0.073 -0.095 0.026
-0.008 -0.014 -0.061
-0.014 -0.054 -0.088
0.011 0.022 0.200
-0.044 -0.053 0.109
0.066 -0.059 0.071
-0.231 0.327 0.019
0.066 0.082 -0.054
-0.147 -0.033 -0.052
-0.061 0.058 0.026
-0.092 0.271 0.013



(4)
ORCA calculation (ωB97M-V with the def2-TZVPD basis set) on a structure of composition C11H26N4O7SV.

Properties
- <S²> = 2.38
- ΔE to the lowest compared entry with this formula, charge and spin (eV) = 0.000
- maximum force (hartree/bohr) = 0.0803
- frontier orbital gap (alpha / beta) (eV) = 6.637 / 6.723
- charge = +1
- multiplicity = 3

Each line ends with the Löwdin spin population.
Geometry (Å):
O  -3.18843  1.74364  -1.85742  -0.08
H  -3.76495  1.86621  -2.62169  0.00
V  -0.50882  -0.34719  -0.68303  1.37
N  -0.77538  1.29309  0.33099  0.12
N  0.79102  0.81853  -1.61973  0.18
N  -0.99304  -1.47727  0.85502  0.02
N  0.70621  -1.88624  -0.97283  -0.01
O  -1.16863  1.43197  1.55352  0.40
O  -1.72407  -1.13173  1.96949  0.01
O  1.74137  -1.94690  -1.84883  0.00
O  1.82253  0.52581  -2.36377  0.39
C  0.44025  2.14170  -1.49290  -0.05
C  -0.44622  2.40134  -0.42255  0.04
C  -0.49528  -2.73418  0.81813  0.00
C  0.50205  -2.95849  -0.17796  0.02
C  -1.03713  3.70095  -0.03573  0.00
H  -2.13085  3.64867  -0.11794  0.00
H  -0.68941  4.48956  -0.70517  0.00
H  -0.76184  3.96630  0.99230  0.00
C  0.97914  3.13793  -2.44626  -0.01
H  0.66525  2.89614  -3.46990  0.00
H  2.07377  3.14469  -2.41854  0.00
H  0.61049  4.13878  -2.20721  0.00
C  -0.91320  -3.75109  1.81051  0.00
C  1.27699  -4.21987  -0.31842  0.00
H  -1.84152  -3.44824  2.29815  0.00
H  -0.14828  -3.89697  2.58371  0.00
H  -1.04965  -4.72515  1.32833  0.00
H  2.19182  -4.05433  -0.89139  0.00
H  0.67182  -4.98550  -0.82726  0.00
H  1.54406  -4.60953  0.67190  0.00
H  -1.76506  -0.11707  1.90574  0.00
H  1.89922  -0.94907  -2.11945  0.00
C  -1.80600  -0.37121  -2.02050  -0.34
H  -2.68146  0.85043  -2.03013  -0.03
H  -2.53622  -1.17316  -1.80966  -0.02
H  -1.42196  -0.42339  -3.05374  -0.02
O  -3.61405  0.38456  0.39769  0.01
H  -3.72315  1.02160  -0.36752  0.00
H  -4.49637  0.00763  0.56280  0.00
C  2.48508  -0.43660  3.02278  0.00
S  2.19203  0.01185  1.30298  0.00
C  2.48177  1.78849  1.46051  0.00
O  3.34645  -0.54706  0.52820  0.00
H  1.90678  0.23122  3.66943  0.00
H  3.56022  -0.34259  3.20804  0.00
H  2.15079  -1.47080  3.15635  0.00
H  3.36917  1.91489  2.09143  0.00
H  2.67182  2.19753  0.46173  0.00
H  1.60088  2.25012  1.91979  0.00

Forces on the atoms, in the same order (eV/Å):
0.049 -0.173 -0.441
-0.037 0.101 0.076
-0.988 -0.260 -1.532
-0.176 1.869 1.696
1.937 1.378 -0.616
0.782 -3.078 1.650
1.193 -3.352 1.146
0.349 0.216 -2.319
0.428 0.229 -0.854
-0.764 0.369 0.356
-1.787 0.575 0.846
-0.355 -0.793 -0.040
-0.330 -0.420 0.614
-2.423 2.928 1.451
1.498 2.003 -3.283
0.321 0.563 -0.153
0.216 -0.141 0.117
-0.096 -0.057 0.186
-0.164 -0.103 -0.169
0.007 0.497 0.097
0.128 -0.097 0.208
-0.147 -0.076 -0.073
0.147 -0.216 -0.094
-0.041 -0.312 0.172
0.102 -0.145 0.253
0.191 -0.041 -0.084
-0.056 0.122 -0.093
0.029 0.172 0.002
-0.230 0.053 0.075
0.117 0.203 0.105
-0.083 0.028 -0.213
-0.123 -0.955 0.007
-0.079 -0.922 0.062
1.548 -2.205 0.119
-0.637 1.521 0.340
-0.140 0.488 0.025
-0.129 0.118 0.237
-0.634 0.327 -0.522
0.024 -0.698 0.819
0.535 0.261 -0.072
-0.317 0.076 0.024
0.828 -0.068 -0.518
0.106 -0.108 0.238
-0.739 0.171 0.281
0.082 -0.162 -0.034
-0.206 -0.021 -0.076
0.152 0.215 0.007
-0.176 0.122 -0.186
-0.083 -0.195 0.209
0.169 -0.011 -0.047